i:
The following is a quantum chemistry calculation of C3H5FS in the gas phase, from OMol25.

For the orbital gap, the calculation gives 10.0 eV. Its charge is 0. As for the structure (SMILES): F[C@H]1C[C@@H]1S. As for the HOMO energy: -0.3367 Eh.

The geometry in XYZ format:
```
10
Properties=species:S:1:pos:R:3:nbo_charge:R:1
F 0.0792 2.1021 0.0205 -0.34
C -0.3876 0.8934 -0.2836 0.18
C 0.4702 -0.0747 -1.0775 -0.46
C 0.2269 -0.2343 0.4564 -0.40
S -0.7558 -1.6699 0.9916 -0.04
H -1.5077 0.9181 -0.4137 0.18
H 1.4903 0.3543 -1.3275 0.24
H -0.0512 -0.7825 -1.7235 0.23
H 1.1532 -0.0354 0.9833 0.24
H -0.7175 -1.4710 2.3741 0.14
```

ii:
The following is a quantum chemistry calculation of C3H5FS in the gas phase, from OMol25.

For the orbital gap, the calculation gives 8.6 eV. Its charge is 0. As for the structure (SMILES): CC(=S)CF. As for the HOMO energy: -0.3260 Eh.

The geometry in XYZ format:
```
10
Properties=species:S:1:pos:R:3:nbo_charge:R:1
C -0.1650 1.2565 -0.1411 -0.70
C -0.6443 -0.1613 -0.0945 -0.11
S -2.1789 -0.6202 -0.1533 0.05
C 0.4006 -1.1844 0.0186 -0.03
F 1.6193 -0.6590 -0.2578 -0.37
H 0.8887 1.3797 -0.5210 0.26
H 0.1378 1.5078 0.9335 0.25
H -0.8934 1.9836 -0.3195 0.25
H 0.5060 -1.3948 1.1664 0.20
H 0.3290 -2.1078 -0.6312 0.21
```

Most favorable structure: ii. The second most favorable one is 3.7 kcal/mol above it.